# 1
The following is a quantum chemistry calculation of the molecule C2H6N2O at a distorted geometry, from the Open Molecules 2025 dataset.

Element x y z (Å)
C1 -0.82 -0.65 1.25
N1 -0.45 -0.43 -0.13
C2 0.09 0.75 -0.56
N2 1.05 0.51 -1.59
O1 0.04 1.77 0.10
H1 -1.08 0.27 1.76
H2 -1.67 -1.33 1.27
H3 0.03 -1.08 1.78
H4 -0.41 -1.19 -0.79
H5 1.43 1.39 -1.95
H6 1.79 -0.02 -1.14

Summary:
Energy above the lowest of the compared OMol25 structures with the same formula, charge and spin in kJ/mol: 45.01
Kohn-Sham gap in hartree: 0.390

***

# 2
The following is a quantum chemistry calculation of a 2-piece molecular cluster, C2H6N2O overall at a distorted geometry, from the Open Molecules 2025 dataset.

Element x y z (Å)
N1 -1.34 0.49 0.08
C1 -2.07 0.40 -1.03
O1 -1.75 -0.42 -1.84
H1 -1.45 1.23 0.73
H2 -0.90 -0.36 0.52
H3 -2.84 1.22 -1.27
C2 1.97 -0.93 0.42
N2 2.40 0.25 0.44
H4 2.18 -1.28 -0.68
H5 1.36 -1.22 1.24
H6 2.44 0.62 1.38

Summary:
Energy above the lowest of the compared OMol25 structures with the same formula, charge and spin in kJ/mol: 251.03
Kohn-Sham gap in hartree: 0.396

***

# 3
The following is a quantum chemistry calculation of a 2-piece molecular cluster, C2H6N2O overall at a distorted geometry, from the Open Molecules 2025 dataset.

Element x y z (Å)
C1 0.80 -0.34 -0.31
C2 0.61 -1.06 0.80
N1 0.40 1.02 -0.44
N2 -1.67 0.68 -0.43
O1 -1.83 -0.51 -0.55
H1 0.86 -0.91 -1.23
H2 0.40 -0.78 1.91
H3 0.94 -2.10 0.78
H4 0.57 1.46 -1.35
H5 -1.60 0.86 0.56
H6 0.51 1.69 0.27

Summary:
Energy above the lowest of the compared OMol25 structures with the same formula, charge and spin in kJ/mol: 88.65
Kohn-Sham gap (alpha / beta) in hartree: 0.278 / 0.303
Multiplicity: 3

***

# 4
The following is a quantum chemistry calculation of a 2-piece molecular cluster, C2H6N2O2 overall at a distorted geometry, from the Open Molecules 2025 dataset.

Element x y z (Å)
C1 -0.75 1.24 0.05
C2 -0.72 -1.17 -0.14
N1 -0.49 0.09 -0.72
N2 1.96 -0.05 -0.02
O1 2.54 0.98 0.09
O2 2.20 -1.21 0.12
H1 0.08 1.95 -0.08
H2 -1.63 1.75 -0.36
H3 -0.92 1.05 1.12
H4 0.22 -1.75 -0.16
H5 -1.09 -1.14 0.89
H6 -1.41 -1.74 -0.78

Summary:
Energy above the lowest of the compared OMol25 structures with the same formula, charge and spin in kJ/mol: 689.23
Kohn-Sham gap in hartree: 0.244

***

Look up the energy above the lowest of the compared OMol25 structures with the same formula, charge and spin of the first one.
45.01 kJ/mol